Entry from OMol25: a 6-piece molecular cluster, C34H57F6IN3O11P2 overall at a distorted geometry (the ωB97M-V functional and the def2-TZVPD basis).

Structure (ORCA input):
```
! wB97M-V def2-TZVPD RIJCOSX def2/J DEFGRID3
* xyz 1 1
I -1.644 1.079 -2.560
P 5.839 -0.785 -0.520
P 4.557 0.814 0.218
F -2.383 0.782 0.721
F -3.225 -2.603 1.675
F -0.526 -1.213 1.557
F -0.960 -3.275 0.686
F -4.592 -0.051 0.431
F -3.534 -2.171 -0.533
O -0.998 -2.185 -1.967
O -8.813 -3.903 3.232
O -0.126 1.541 -6.106
O -2.532 -2.200 -9.008
O 5.949 1.427 3.033
O 5.133 -1.810 -1.681
O 6.459 -1.608 0.850
O -4.719 -0.302 3.089
O 7.039 -0.090 -1.210
O -7.342 4.740 2.786
O -2.534 0.293 3.541
N 0.250 0.916 -1.660
N 1.671 4.411 2.373
N 0.974 2.004 -1.796
C -6.599 2.487 2.635
C 3.277 5.795 -0.565
C 3.165 3.339 -1.462
C -7.530 3.578 3.094
C -6.600 -3.094 3.539
C 0.470 -0.344 -1.034
C -0.654 0.644 -6.741
C 6.591 1.442 4.073
C 2.760 -3.293 2.491
C 2.281 4.675 -1.142
C -1.896 0.887 -7.555
C 2.330 -1.901 0.350
C 1.896 -0.549 -0.374
C 2.796 0.723 -0.525
C 2.228 5.699 1.830
C -3.572 -0.102 2.659
C -3.320 -0.251 1.064
C -0.633 -1.526 -0.969
C 4.389 -4.160 4.388
C -1.231 -1.873 0.489
C 4.283 -3.714 2.826
C -0.088 -0.752 -6.743
C -3.907 -3.773 -7.872
C -8.018 -2.519 1.470
C -8.703 3.175 3.948
C 2.290 1.990 -1.263
C -1.787 -4.453 -9.162
C 7.654 2.476 4.318
C -2.821 -1.709 0.619
C -2.724 -3.365 -8.709
C 6.347 0.428 5.157
C 2.636 -1.762 1.922
C -7.898 -3.236 2.789
C 3.599 5.457 0.985
H 8.621 1.988 4.459
H 3.214 -2.440 -0.125
H 4.132 3.317 -0.863
H 3.823 4.327 1.085
H -2.710 0.260 -7.186
H 6.033 0.931 6.074
H 1.385 4.444 -0.463
H -7.146 1.764 2.026
H 4.253 5.735 -1.188
H 2.115 -3.472 3.416
H 4.374 -3.208 5.030
H 3.661 -1.285 2.154
H -7.904 -1.443 1.620
H 1.433 -2.629 0.262
H -2.190 1.935 -7.461
H -6.151 1.993 3.499
H 1.802 -1.264 2.518
H -2.326 -5.173 -9.782
H 5.304 -4.817 4.592
H 4.368 0.627 1.635
H 1.824 5.113 -2.110
H -7.259 -2.887 0.776
H -5.802 2.924 2.028
H -9.343 2.481 3.398
H -9.286 4.061 4.205
H -4.540 -4.463 -8.434
H 5.553 -0.255 4.843
H 4.544 -4.664 2.219
H 2.400 -4.011 1.663
H -6.423 -2.044 3.780
H 7.255 -0.151 5.336
H -3.564 -4.242 -6.947
H 1.182 3.892 1.627
H -0.823 -1.451 -6.338
H -0.982 -4.013 -9.755
H 1.474 6.159 1.099
H 4.418 6.118 1.423
H 5.063 -2.932 2.534
H 0.188 -1.040 -7.759
H 7.720 3.140 3.453
H 0.805 -0.781 -6.115
H 7.399 3.071 5.198
H -1.350 -4.952 -8.295
H 2.372 6.436 2.693
H -6.655 -3.663 4.470
H 3.365 3.391 -2.599
H -1.699 0.672 -8.607
H 5.114 -2.705 -1.242
H 2.902 6.874 -0.704
H -8.348 2.710 4.871
H -9.005 -2.710 1.043
H 6.551 -0.960 1.600
H -4.494 -2.888 -7.618
H -5.778 -3.487 2.936
H 3.435 -4.775 4.595
H -1.688 0.430 3.057
H 2.423 3.780 2.689
*
```

The LUMO energy is -5.23 eV. Its total energy is -3900.71184 Eh. As for the energy above the lowest of the compared OMol25 structures with the same formula, charge and spin: 0.0 kcal per mole. The calculation puts the gap between HOMO and LUMO at 5.64 eV. As for the maximum force: 5.74 eV Å⁻¹.

Atom charges from the Löwdin analysis, given in e for atoms 1 to 5: 1.1415, 0.4352, 0.9076, 0.0031, 0.0814

***

Entry from OMol25: C20H24BrNO3Pt as an isolated structure (the ωB97M-V functional and the def2-TZVPD basis).

Structure (ORCA input):
```
! wB97M-V def2-TZVPD RIJCOSX def2/J DEFGRID3
* xyz 2 1
Pt 0.219 -3.040 -0.542
Br -1.277 -1.144 -2.878
O -2.982 -2.119 1.527
O -1.081 -1.969 0.393
O 1.237 -1.269 -0.941
N -0.847 -4.559 0.148
C 0.753 2.075 -0.230
C 3.623 0.502 -1.850
C -2.963 3.085 0.023
C -2.081 -2.665 0.975
C 3.033 1.004 -0.519
C 1.527 1.046 -0.633
C -2.554 -6.406 1.252
C -0.944 4.542 -0.358
C 3.449 0.073 0.642
C -0.628 0.059 -1.644
C -2.801 -5.047 1.414
C -1.319 1.136 -1.234
C -0.599 -5.861 -0.012
C -1.442 -6.814 0.533
C -1.143 3.167 1.758
C 3.580 2.406 -0.233
C -1.924 -4.153 0.851
C -1.454 3.197 0.236
C -0.678 2.104 -0.396
C 0.761 -0.152 -1.104
H 2.990 0.387 1.580
H -3.649 -4.667 1.967
H 3.344 1.155 -2.680
H -1.218 -7.861 0.389
H -0.087 3.317 1.977
H 0.104 4.733 -0.137
H -3.453 3.886 0.574
H -2.344 1.285 -1.539
H 3.263 3.130 -0.985
H -1.700 3.983 2.217
H -3.359 2.140 0.400
H -1.098 4.586 -1.436
H 3.199 -0.968 0.453
H 0.281 -6.132 -0.580
H -3.242 3.202 -1.025
H 1.215 2.928 0.243
H 3.322 -0.518 -2.083
H 4.668 2.364 -0.253
H -1.473 2.231 2.209
H 4.709 0.514 -1.775
H -3.223 -7.138 1.685
H 3.294 2.766 0.757
H 4.530 0.144 0.757
H -1.535 5.334 0.103
*
```

The LUMO energy is -9.72 eV. Its total energy is -3749.66400 Eh. As for the energy above the lowest of the compared OMol25 structures with the same formula, charge and spin: 15.2 kcal per mole. The calculation puts the gap between HOMO and LUMO at 6.44 eV. As for the maximum force: 0.12 eV Å⁻¹.

Atom charges from the Löwdin analysis, given in e for atoms 1 to 5: 1.1792, 1.0046, 0.1815, -0.1957, -0.0742

***

Entry from OMol25: a single C11H15NO molecule at a distorted geometry (the ωB97M-V functional and the def2-TZVPD basis).

Structure (ORCA input):
```
! wB97M-V def2-TZVPD RIJCOSX def2/J DEFGRID3
* xyz 0 1
O -0.024 2.078 -0.975
N 3.402 -0.963 0.303
C 0.891 2.228 -0.102
C -0.679 0.864 -0.917
C 0.065 -0.511 -1.315
C 0.303 -1.141 0.985
C -2.836 1.054 0.483
C -1.359 0.520 0.383
C -1.090 -1.399 -0.933
C 2.445 -0.638 -0.540
C -1.137 -0.993 0.564
C 1.126 -0.831 -0.294
C 1.594 2.274 0.854
H -1.786 -1.670 1.041
H -3.450 0.477 -0.238
H -3.350 1.240 1.381
H 0.427 -2.186 1.012
H 2.085 2.627 1.755
H -2.673 2.046 0.039
H -0.690 0.816 1.219
H -1.456 1.020 -1.672
H 3.013 -1.275 1.157
H -0.760 -2.495 -1.080
H 0.322 -0.560 -2.372
H 2.721 -0.234 -1.488
H -1.968 -1.197 -1.412
H 0.597 -0.678 1.870
H 4.268 -0.473 0.293
*
```

The LUMO energy is 0.96 eV. Its total energy is -557.97405 Eh. As for the energy above the lowest of the compared OMol25 structures with the same formula, charge and spin: 107.8 kcal per mole. The calculation puts the gap between HOMO and LUMO at 8.15 eV. As for the maximum force: 4.67 eV Å⁻¹. The SMILES is C#CO[C@@H]1[C@@H](C)[C@@H]2C/C(=C\N)[C@H]1C2.

Atom charges from the Löwdin analysis, given in e for atoms 1 to 5: 0.0506, 0.0864, -0.2569, -0.2576, -0.1842

***

Entry from OMol25: C12H24IO24S6Ti as an isolated structure at a distorted geometry (the ωB97M-V functional and the def2-TZVPD basis).

Structure (ORCA input):
```
! wB97M-V def2-TZVPD RIJCOSX def2/J DEFGRID3
* xyz 0 4
I 3.506 -18.223 -16.363
Ti 3.599 -19.168 -13.582
S 3.440 -22.629 -13.698
S -0.475 -19.122 -14.128
S 1.635 -16.804 -11.101
S 5.841 -15.921 -12.800
S 7.613 -20.525 -14.335
S 1.918 -21.120 -10.287
O 4.483 -22.442 -12.756
O -1.436 -19.511 -12.878
O 8.367 -19.368 -13.961
O -1.009 -17.976 -14.786
O 2.641 -21.494 -14.044
O 4.024 -23.358 -15.033
O 6.193 -20.510 -14.168
O 2.521 -23.899 -13.208
O 5.470 -17.451 -12.403
O 1.862 -20.653 -8.934
O 5.338 -15.646 -14.102
O 1.319 -17.453 -9.885
O 5.558 -15.061 -11.685
O 8.127 -21.024 -15.791
O 8.198 -21.836 -13.552
O -0.687 -20.500 -14.962
O 2.105 -15.287 -10.855
O 2.539 -17.367 -12.062
O 0.278 -16.351 -11.878
O 0.502 -21.836 -10.717
O 0.876 -19.100 -13.664
O 2.352 -20.228 -11.307
O 2.749 -22.513 -10.251
O 7.437 -16.193 -12.769
C 1.895 -23.546 -9.786
C 0.501 -23.222 -10.431
C 0.519 -15.106 -12.559
C 2.469 -24.929 -14.186
C 1.879 -14.579 -12.081
C 6.482 -17.987 -11.553
C 7.740 -17.071 -11.717
C -2.090 -20.758 -13.070
C 3.751 -24.741 -15.024
C -1.410 -21.495 -14.225
C 9.259 -22.401 -14.283
C 8.809 -22.263 -15.744
H 9.715 -22.148 -16.347
H -0.656 -22.230 -13.937
H 6.702 -18.995 -11.886
H -0.304 -23.436 -9.732
H 2.235 -24.459 -10.265
H -3.137 -20.586 -13.339
H -2.128 -21.248 -12.099
H 10.156 -21.798 -14.104
H 1.583 -24.778 -14.804
H 1.908 -23.575 -8.701
H 8.600 -17.701 -11.924
H 0.388 -23.836 -11.320
H 9.502 -23.419 -13.988
H -0.283 -14.460 -12.222
H -2.128 -21.941 -14.909
H 8.270 -23.080 -16.222
H 0.595 -15.261 -13.633
H 3.663 -25.114 -16.042
H 1.840 -13.525 -11.812
H 2.476 -25.920 -13.742
H 6.140 -17.965 -10.520
H 7.914 -16.489 -10.808
H 2.735 -14.715 -12.741
H 4.547 -25.319 -14.548
*
```

The LUMO energy (spin up / spin down) is -0.22 / -0.23 eV. Its total energy is -5813.46783 Eh. The calculation puts the gap between HOMO and LUMO (spin up / spin down) at 3.45 / 6.22 eV. As for the maximum force: 1.88 eV Å⁻¹.

Atom charges from the Löwdin analysis, given in e for atoms 1 to 5: -0.1476, 0.2468, 0.6448, 0.6423, 0.6462